No. 1
159
Properties=species:S:1:pos:R:3:lowdin_spin:R:1 method="wB97M-V/def2-TZVPD" homo_ev="-0.26 / -0.48" multiplicity=2 total_energy_ev=-97006.429 orbital_gap_ev="3.85 / 4.07" s_squared=0.759 charge=-2 e_lumo_ev="3.6 / 3.6"
C -2.633 -3.065 5.066 0.000
C 2.021 2.572 0.435 0.000
C 0.729 0.491 5.981 0.000
N -0.306 -3.110 -1.139 0.124
H -4.705 4.336 -0.649 0.000
H 1.107 -4.528 -4.256 0.001
H -3.304 -4.587 -0.590 0.015
H -0.468 4.278 9.317 0.000
C -5.093 2.556 -1.785 0.000
H -5.183 0.695 -2.856 0.000
H -2.858 4.896 4.217 0.000
C -1.700 -2.970 -0.776 0.074
H 1.398 0.395 6.841 0.000
C 2.515 0.099 0.495 0.000
C -0.929 -1.861 3.815 0.000
H -2.331 -3.042 -4.486 0.001
N 0.875 -0.402 -3.233 0.000
H 5.098 -3.431 -0.525 0.000
C 3.343 -0.328 -4.088 0.000
Pt 0.005 -0.415 -1.305 -0.002
H -0.122 1.874 -7.096 0.000
C -1.214 -5.219 -1.020 0.130
H 7.881 0.484 -3.414 0.000
C 3.521 0.281 3.087 0.000
C -0.728 -1.380 -6.428 0.000
H -6.425 -2.137 1.302 0.000
C -4.539 1.419 -2.365 0.000
C -3.386 -0.622 1.054 0.002
H -7.180 0.221 1.385 0.000
H -2.434 -5.150 5.562 0.000
C -4.344 -1.632 1.160 0.000
H 1.045 -1.121 3.382 0.000
C -0.223 4.789 8.382 0.000
C -2.590 -0.050 -2.987 0.007
C -2.351 2.114 -1.671 0.000
H -1.103 -0.131 -8.141 0.000
C -3.830 0.701 1.097 -0.001
H 2.830 4.524 -0.065 0.000
C -3.333 -1.873 5.215 0.000
C -6.124 -0.013 1.322 -0.001
C 3.017 3.719 0.652 0.000
C 1.086 -3.570 -4.786 0.002
H -1.908 0.252 -3.778 0.003
C 5.254 0.605 -1.200 0.000
C 4.226 0.211 -2.012 0.000
H 0.020 -0.340 5.994 0.000
C -4.275 3.467 -1.133 0.000
H -3.329 -2.342 -2.166 0.006
C 2.715 -3.502 0.836 0.001
C 2.247 -0.258 -3.104 0.000
H -0.087 -2.559 -3.343 0.001
H 5.369 -2.817 1.119 0.000
H -0.836 5.690 8.314 0.000
C -1.276 4.275 6.145 0.000
C -2.379 3.960 3.923 0.000
H -4.011 -2.661 1.138 0.001
H -1.446 -4.093 -5.611 0.000
H 2.871 1.968 -5.603 0.000
H 1.984 -3.007 -4.518 0.000
H 1.111 -3.766 -5.866 0.000
H 2.026 2.314 -0.623 0.000
H 0.332 3.904 0.188 0.000
C -2.379 -2.036 -1.729 0.045
C 6.862 0.406 -3.046 0.000
H -3.151 3.219 3.702 0.000
H -5.486 2.039 1.302 0.000
H -3.201 1.315 5.440 0.000
H -4.084 -4.656 5.160 0.000
H -6.164 2.716 -1.831 0.000
H -3.393 -4.219 6.722 0.000
H -3.111 1.495 0.958 0.000
C -1.955 -0.962 0.708 0.000
C 5.803 0.015 -3.925 0.000
C -0.148 0.939 -6.541 0.000
N -1.856 -0.908 -2.052 0.087
C 2.455 1.323 1.185 0.000
C 0.172 2.650 7.109 0.000
C -0.213 -1.466 -5.139 0.000
C -2.904 3.237 -1.072 0.000
H 2.864 2.320 3.047 0.000
C 4.934 -2.576 0.141 0.000
C -2.870 -0.677 4.675 0.000
C 0.377 0.895 -5.251 0.000
C 4.775 -0.646 -6.004 0.000
C 0.008 1.817 6.004 0.000
H -1.250 -6.301 -1.060 0.006
H -4.278 -1.872 5.754 0.000
H 2.926 4.137 1.661 0.000
H -0.111 2.220 0.568 0.000
C 5.908 -0.331 -5.308 0.000
C -0.811 2.225 4.933 0.000
H 1.775 3.104 -6.411 0.000
N 1.940 0.015 -0.786 -0.001
H 4.046 3.373 0.517 0.000
C 3.674 -0.891 2.358 0.000
H 5.082 0.847 -0.157 0.000
C 3.432 -2.281 0.260 0.000
C -1.645 -0.665 3.979 0.000
H 0.817 2.328 7.924 0.000
C 3.470 -0.634 -5.419 0.000
H 3.037 -2.124 -0.744 0.000
H 3.008 -3.686 1.876 0.000
H -1.787 5.233 6.198 0.000
Te -0.917 1.115 3.064 0.000
C 3.186 -1.005 1.060 0.000
H -1.441 -4.444 -3.870 0.003
H 4.182 -1.737 2.817 0.000
H 0.241 4.141 -4.047 0.000
H 4.870 -0.910 -7.053 0.000
C 0.347 -0.323 -4.531 0.000
H 6.876 -0.346 -5.797 0.000
C -0.452 3.890 7.192 0.000
C -5.176 1.000 1.252 0.000
H 0.525 3.287 1.846 0.000
H -1.830 4.128 2.992 0.000
C 0.934 2.168 -4.630 0.000
C -3.167 1.190 -2.324 0.003
C -0.059 -4.407 -1.238 0.170
C -0.165 3.228 -4.495 0.000
C -1.460 3.466 5.020 0.000
C -0.701 -0.186 -7.135 0.000
H 3.878 0.340 4.110 0.000
C -0.172 -2.785 -4.401 0.001
H 2.574 3.564 -4.895 0.000
H -4.660 0.313 5.335 0.000
H -0.580 3.485 -5.476 0.000
C -2.260 -4.357 -0.777 0.198
H -2.260 3.935 -0.548 0.000
C -3.164 -4.345 5.660 0.000
H 0.206 -1.807 2.001 0.001
C -3.716 0.560 4.843 0.000
H -3.406 -0.620 -3.437 0.000
C 2.777 -0.014 -1.874 0.000
C -5.698 -1.334 1.268 0.000
C 4.540 -0.029 -3.377 0.000
H 1.316 0.394 5.063 0.000
H 0.935 -4.757 -1.510 0.010
C 6.572 0.705 -1.747 0.000
H 7.380 1.022 -1.096 0.000
H -1.140 -2.268 -6.900 0.000
H -0.894 -3.964 4.206 0.000
C -1.444 -3.040 4.360 0.000
C 0.374 -1.924 3.076 0.000
H -1.285 1.918 -1.604 0.000
H 5.470 -1.723 -0.272 0.000
H 2.605 -0.872 -6.026 0.000
C 2.931 1.389 2.491 0.000
O -1.784 -2.347 0.610 0.075
H 2.972 -4.389 0.248 0.001
C 0.601 3.023 0.783 0.000
H 0.862 -2.883 3.245 0.000
H -0.979 2.870 -3.866 0.000
H 0.824 5.097 8.440 0.000
H -3.934 0.996 3.866 0.000
H 1.294 1.924 -3.632 0.000
C -1.422 -3.639 -4.611 0.004
N -1.070 -0.096 0.464 0.029
H 1.634 -3.372 0.782 0.001
C 2.111 2.732 -5.436 0.000



No. 2
288
Properties=species:S:1:pos:R:3:lowdin_charge:R:1 method="wB97M-V/def2-TZVPD" homo_ev=-7.88 total_energy_ev=-141090.780 orbital_gap_ev=8.45 e_lumo_ev=0.6
C -13.486 15.412 18.215 -0.212
C -12.859 17.438 14.998 -0.175
C -11.144 20.636 17.931 -0.059
H -8.059 22.272 12.083 0.114
H -7.777 24.371 18.010 0.122
C -15.746 22.188 20.422 -0.226
H -9.830 12.500 17.072 0.066
H -14.454 22.583 25.662 0.084
C -11.403 17.275 10.655 -0.125
O -13.455 16.630 13.931 -0.201
H -17.097 19.803 15.256 0.118
C -4.317 14.608 18.784 -0.223
H -9.171 11.284 10.506 0.082
H -6.439 20.901 18.711 0.082
H -6.323 15.610 21.112 0.071
H -5.486 16.335 16.268 0.062
O -12.187 20.356 16.975 -0.205
H -16.327 22.736 19.681 0.120
H -11.799 15.375 13.881 0.072
H -8.637 15.155 13.408 0.081
H -9.416 25.324 19.704 0.119
H -10.132 15.876 11.623 0.081
C -15.211 20.965 19.698 -0.237
H -17.926 17.750 16.434 0.081
H -1.192 8.973 13.491 0.082
H -14.021 22.483 21.339 0.074
H -17.535 17.576 18.093 0.082
H -4.473 15.466 18.129 0.092
H -9.846 18.477 16.070 0.069
H -2.716 11.619 11.577 0.124
O -10.671 21.212 21.239 -0.218
H -11.936 17.368 9.708 0.117
H -7.958 20.738 22.155 0.110
N -9.367 18.598 10.350 -0.111
H -5.847 21.342 21.274 0.113
H -5.606 16.656 19.858 0.075
H -14.665 18.497 18.772 0.076
C -10.706 18.578 10.981 -0.466
H -7.064 12.396 16.672 0.048
H -13.855 22.501 16.974 0.103
H -9.867 17.076 24.450 0.089
H -8.326 15.933 20.165 0.107
C -8.964 13.704 14.929 -0.125
H -4.992 9.499 21.562 0.093
C -9.299 16.132 9.719 -0.104
C -13.231 13.989 18.572 -0.231
C -7.270 20.201 18.628 -0.160
H -16.101 22.503 25.036 0.084
H -2.864 18.046 19.859 0.065
H -12.155 17.211 11.440 0.106
H -16.143 25.040 23.420 0.116
H -16.351 22.252 15.229 0.122
H -16.701 23.568 22.724 0.106
H -4.490 19.733 19.843 0.085
H -8.515 15.921 24.513 0.096
H -6.845 16.860 8.825 0.079
C -7.278 10.850 20.702 -0.179
H -11.744 19.512 21.286 0.070
H -9.191 22.481 19.712 0.056
H -11.104 22.656 22.619 0.119
O -6.682 23.451 13.153 -0.189
H -6.994 18.022 11.698 0.061
H -11.330 17.619 18.790 0.074
H -10.226 19.556 12.916 0.072
H -9.584 10.771 16.639 0.081
H -5.139 20.319 15.634 0.117
H -3.699 9.534 19.511 0.092
H -8.748 23.017 22.160 0.093
H -9.382 19.089 23.053 0.109
H -7.318 14.098 13.613 0.097
N -14.704 23.048 20.856 -0.057
H -11.912 15.812 16.912 0.071
H -11.546 23.041 20.879 0.108
H -4.644 10.578 17.527 0.115
H -3.678 13.541 16.997 0.089
H -11.152 20.754 10.541 0.075
C -3.939 18.727 17.114 -0.116
N -6.322 19.355 21.887 -0.057
H -9.702 15.334 21.153 0.100
H -8.246 17.096 12.347 0.050
H -7.962 18.047 8.094 0.078
H -9.332 23.661 15.237 0.094
H -14.211 24.882 21.708 0.105
O -13.718 13.949 19.880 -0.190
C -9.000 13.240 12.454 -0.127
H -9.916 9.805 14.257 0.109
H -9.623 16.278 8.688 0.114
C -8.776 12.166 15.185 -0.446
C -8.408 14.104 13.584 -0.178
H -3.084 11.162 17.003 0.103
C -12.778 14.219 20.958 -0.059
C -5.060 10.585 21.500 -0.126
C -7.635 17.176 11.447 -0.033
N -12.922 15.783 16.908 -0.022
H -12.538 19.721 10.497 0.088
H -7.000 20.735 13.795 0.109
C -3.726 12.557 13.271 -0.221
C -7.198 11.419 12.281 -0.026
C -10.740 18.654 12.584 -0.002
H -10.769 11.709 15.813 0.088
C -9.238 17.582 16.205 -0.091
H -8.677 17.351 15.300 0.066
H -3.467 20.068 13.617 0.124
H -17.926 20.793 16.337 0.111
H -11.085 15.119 10.283 0.114
O -8.033 17.690 23.653 -0.171
H -1.857 12.852 13.564 0.093
C -7.082 24.660 12.455 -0.089
O -3.792 18.816 15.705 -0.186
N -3.811 12.173 18.687 -0.051
H -6.492 24.793 11.548 0.083
H -9.668 9.978 11.558 0.076
C -10.521 15.992 10.611 -0.169
O -14.778 23.464 23.753 -0.200
H -1.977 9.332 16.177 0.069
H -11.374 21.566 18.449 0.088
C -17.671 18.332 17.319 -0.066
C -4.292 13.310 17.868 -0.151
H -9.162 25.049 17.223 0.116
C -2.659 14.557 14.352 -0.163
H -1.954 15.326 14.037 0.110
H -11.393 19.711 9.247 0.084
C -9.456 23.407 21.429 -0.178
O -5.897 11.130 20.533 -0.223
H -4.656 15.992 21.203 0.087
H -12.688 20.988 21.618 0.067
H -4.531 12.961 12.657 0.103
H -16.015 20.528 19.106 0.107
H -8.482 14.049 18.583 0.113
H -8.073 20.677 19.190 0.058
H -3.357 14.735 19.284 0.122
C -16.001 21.557 15.992 -0.161
H -13.144 19.136 19.527 0.053
H -4.136 12.184 14.209 0.115
C -4.937 19.396 15.091 -0.211
H -4.481 12.049 19.433 0.063
O -5.386 14.547 19.660 -0.197
C -3.691 10.966 17.887 -0.192
C -8.984 13.942 19.544 -0.196
H -14.101 18.028 20.315 0.084
N -9.064 11.348 13.969 -0.129
H -4.967 21.738 13.857 0.099
H -10.033 16.364 17.514 0.013
H -9.910 13.399 19.353 0.094
C -7.316 11.944 15.713 -0.010
H -8.678 18.321 21.692 0.110
H -11.779 17.405 14.856 0.080
H -6.871 11.495 11.244 0.079
H -5.092 20.799 22.713 0.119
C -15.122 24.301 21.565 -0.166
O -3.396 19.119 21.503 -0.182
H -6.724 18.505 9.180 0.069
H -7.184 10.866 15.810 0.084
C -13.675 22.009 16.018 -0.205
H -8.115 24.701 12.110 0.083
C -15.790 24.117 22.960 -0.205
H -4.859 18.209 17.383 0.063
C -14.199 18.901 19.670 -0.091
H -12.239 20.629 15.022 0.106
C -10.818 22.612 21.569 -0.172
C -16.939 20.359 16.180 -0.222
C -13.417 17.079 16.432 -0.167
N -8.171 13.110 20.401 -0.042
H -6.692 20.195 12.188 0.098
C -8.695 11.748 12.611 -0.467
H -1.966 17.738 21.351 0.096
H -14.488 17.120 16.234 0.117
H -6.403 11.957 12.798 0.038
N -8.886 23.380 20.058 -0.054
H -18.568 18.869 17.626 0.079
H -5.817 18.742 22.511 0.122
C -2.992 9.802 18.726 -0.148
H -2.709 8.720 12.488 0.089
H -4.029 10.821 21.235 0.077
H -7.783 22.968 15.587 0.074
H -6.624 12.314 14.956 0.059
C -8.840 22.899 15.842 -0.075
H -7.282 20.084 23.634 0.128
O -9.136 22.952 17.271 -0.198
H -6.393 16.197 14.778 0.081
N -2.617 13.469 13.316 -0.047
H -11.825 13.691 20.997 0.077
C -12.291 21.250 15.917 -0.206
C -4.149 20.087 20.815 -0.188
H -3.651 16.343 14.722 0.104
C -8.977 16.719 23.933 -0.120
H -16.383 21.813 21.223 0.119
C -8.438 18.678 22.694 -0.207
H -4.764 19.062 12.972 0.111
H -14.572 15.436 18.301 0.132
H -9.493 24.444 21.763 0.108
C -11.746 20.472 21.802 -0.092
C -5.448 15.779 20.485 -0.044
C -15.200 23.115 25.070 -0.104
H -1.214 9.495 11.824 0.085
C -2.413 18.517 20.733 -0.120
C -3.950 15.377 14.317 -0.200
O -14.860 19.872 20.514 -0.165
O -10.139 16.514 16.571 -0.150
H -9.004 21.870 15.523 0.075
H -3.901 19.679 17.644 0.082
N -14.634 20.996 15.691 -0.049
C -8.476 17.443 10.204 -0.448
H -10.063 13.456 12.349 0.109
H -10.018 13.976 14.861 0.109
H -13.073 18.483 14.777 0.093
H -10.988 17.323 20.521 0.088
H -13.263 14.075 21.924 0.089
C -11.460 19.729 10.334 -0.047
O -8.978 10.003 14.206 0.000
N -5.073 21.057 13.119 -0.062
H -4.046 10.724 12.196 0.108
H -12.523 15.271 20.826 0.062
H -13.284 14.948 12.932 0.089
C -9.255 15.364 20.159 -0.113
C -5.406 20.455 21.728 -0.189
H -10.170 17.859 13.065 0.056
H -7.626 10.869 21.735 0.121
C -8.127 11.795 19.792 -0.195
H -15.455 24.030 25.605 0.080
H -2.028 7.636 16.341 0.086
H -12.174 13.724 18.590 0.107
H -7.445 9.834 20.344 0.118
O -16.586 19.309 17.096 -0.228
H -7.017 10.370 12.514 0.082
O -7.110 18.891 19.112 -0.144
H -11.735 18.638 13.028 0.059
H -3.591 21.003 20.618 0.122
H -10.569 11.429 11.532 0.076
H -13.093 16.060 18.998 0.086
H -13.720 13.351 17.836 0.129
O -10.158 15.979 19.191 -0.235
H -8.771 20.209 9.636 0.103
H -11.138 19.889 18.725 0.055
H -7.727 20.158 17.640 0.067
C -7.473 17.730 9.015 -0.043
H -14.397 20.155 16.198 0.083
C -12.888 15.348 13.866 -0.124
H -9.806 18.021 19.375 0.082
H -13.728 22.790 15.259 0.114
C -9.550 24.384 19.169 -0.174
O -4.947 14.745 15.138 -0.212
O -2.356 10.552 13.314 -0.201
H -6.730 18.953 19.991 0.011
H -11.457 21.930 15.743 0.100
H -9.126 11.367 19.701 0.118
H -15.726 24.891 20.876 0.112
H -15.946 22.104 16.933 0.092
H -1.007 8.521 17.460 0.085
C -8.835 24.196 17.818 -0.258
H -14.396 21.248 19.031 0.115
H -4.235 15.595 13.287 0.126
H -13.170 17.938 17.057 0.083
H -6.895 25.488 13.139 0.086
C -1.961 8.548 16.934 -0.133
H -7.047 16.259 11.400 0.087
H -11.654 20.309 22.876 0.091
C -9.777 11.775 16.260 -0.038
C -5.975 15.622 15.605 -0.083
H -5.288 13.059 17.503 0.090
H -10.602 24.146 19.005 0.108
H -13.240 14.801 14.741 0.072
H -7.227 13.468 20.408 0.082
H -9.325 16.307 22.985 0.060
H -3.224 17.987 17.471 0.082
H -1.649 19.186 20.336 0.092
C -7.000 22.340 12.331 -0.244
H -1.996 10.094 19.060 0.119
C -4.532 19.849 13.690 -0.213
H -8.590 15.310 9.819 0.102
H -8.511 14.239 15.764 0.089
C -9.544 11.060 11.505 -0.035
O -8.691 19.826 10.513 -0.019
C -1.843 9.347 12.701 -0.068
C -3.185 11.313 12.512 -0.258
C -7.500 19.851 22.592 -0.183
H -7.782 11.756 18.758 0.101
H -8.569 13.598 11.519 0.109
H -8.562 17.792 17.034 0.072
H -6.628 22.549 11.328 0.119
H -2.407 14.231 15.362 0.107
C -6.508 21.028 12.867 -0.204
O -2.985 8.620 17.883 -0.205
H -5.311 11.099 22.427 0.098
H -6.680 15.082 16.237 0.081
H -5.853 18.807 15.032 0.113
H -10.156 20.605 17.471 0.068
C -10.587 17.273 19.509 -0.123